1.
# C14H11AgF3N2O4S

A molecular structure, C14H11AgF3N2O4S (the ωB97M-V functional and the def2-TZVPD basis, OMol25).

Net charge: -1
Max |F| (eV/A): 0.08
Energy relative to the best compared isomer or geometry (same formula, charge and spin) (eV): 0.0000
Frontier orbital gap (eV): 8.24

Last column: Mulliken charge in e.
CARTESIAN COORDINATES (ANGSTROEM)
S  1.773  1.718  -0.460  1.2726
H  -4.085  0.579  -3.161  0.3201
N  2.191  -1.605  1.278  -0.2745
H  -3.742  -1.041  -2.572  0.3103
F  -3.401  0.383  4.999  -0.2713
H  -0.828  -0.052  -4.212  0.2800
C  -2.056  0.293  -2.493  0.9851
H  3.690  -2.777  -2.064  0.3766
H  -0.951  1.563  0.457  0.3988
H  3.149  -0.395  -1.709  0.4534
H  -2.994  0.757  -0.612  0.4479
H  -3.146  -0.537  -4.156  0.3478
N  2.041  0.572  0.627  -0.5533
H  1.252  0.767  -3.128  0.4248
C  0.315  0.753  -2.587  -0.2358
C  -2.069  0.757  -1.176  -0.8453
C  3.267  -2.454  -1.119  -0.5553
F  -1.941  1.387  6.234  -0.2588
C  2.516  -2.878  1.082  -0.3833
O  -1.930  1.341  2.724  -0.6140
C  -0.915  1.213  -0.567  -0.7157
C  -2.496  1.384  5.014  0.7460
C  3.050  -3.369  -0.095  -0.3987
C  0.282  1.205  -1.280  0.2583
C  -0.855  0.302  -3.188  -0.6436
C  2.956  -1.124  -0.938  -0.2080
C  -1.473  1.212  3.854  0.6807
Ag  0.930  0.739  2.456  0.2099
H  3.286  -4.419  -0.202  0.3504
H  2.326  -3.543  1.919  0.3514
O  -0.298  0.946  4.225  -0.7310
C  -3.324  -0.203  -3.134  -1.3721
O  2.799  1.791  -1.478  -0.7183
C  2.400  -0.718  0.292  0.5449
F  -3.184  2.535  4.894  -0.2638
O  1.462  2.917  0.274  -0.7163



2.
# C14H11ClN2O2Re

A molecular structure, C14H11ClN2O2Re (the ωB97M-V functional and the def2-TZVPD basis, OMol25).

Net charge: +2
Max |F| (eV/A): 7.24
Energy relative to the best compared isomer or geometry (same formula, charge and spin) (eV): 1.7702
Expectation value of S²: 3.765
Spin multiplicity: 4
Frontier orbital gap (spin up / spin down) (eV): 7.67 / 5.63

Last column: Mulliken spin population.
CARTESIAN COORDINATES (ANGSTROEM)
H  1.399  -2.698  0.689  0.0006
C  1.747  -3.699  5.209  0.0006
N  0.460  -1.318  1.959  0.0955
N  2.118  -4.381  6.088  -0.0023
C  1.531  -3.282  2.782  0.0113
H  0.154  3.288  -0.109  0.0063
C  -0.234  -0.478  -3.075  -0.0017
C  -0.270  2.455  -0.656  -0.0123
H  2.006  -4.237  2.566  0.0014
H  0.448  -1.293  5.322  0.0018
H  1.434  1.747  -1.989  0.0074
H  -0.335  0.007  3.387  -0.0017
Cl  3.198  -2.485  -1.998  1.0059
C  0.405  1.647  -1.644  -0.0480
O  2.132  1.211  1.772  0.0752
O  -2.652  -0.779  1.768  0.1025
Re  -0.352  0.420  0.006  1.5727
C  -1.791  0.945  -1.538  -0.0423
C  -0.522  0.683  -2.159  0.1308
H  -2.711  0.438  -1.811  0.0084
C  -1.802  -0.287  1.130  0.0159
C  -1.628  2.009  -0.586  0.0287
C  0.642  -1.668  4.319  0.0145
H  0.811  -0.792  -2.987  -0.0038
C  1.185  0.949  1.140  0.0119
C  1.138  -2.449  1.729  0.0074
C  1.309  -2.876  4.100  -0.0036
C  0.216  -0.925  3.218  -0.0147
H  -0.451  -0.227  -4.125  0.0107
H  -2.400  2.452  0.030  0.0134
H  -0.883  -1.308  -2.783  0.0073



> Among the records above, which one has the lowest energy relative to the best compared isomer or geometry (same formula, charge and spin)?

C14H11AgF3N2O4S